1.
Molecular formula: C33H54O27
Method: DFT, the ωB97M-V functional and the def2-TZVPD basis

Calculated values
- Largest force on an atom: 9.2 eV Å⁻¹
- ΔE to the lowest compared entry with this formula, charge and spin: 5.338 eV
- E_tot: -3321.02946 Eh
- Structure (SMILES): C[C@H]1COC(=O)O1.C[C@H]1COC(=O)O1.C[C@H]1COC(=O)O1.C[C@H]1COC(=O)O1.C[C@H]1COC(=O)O1.C[C@H]1COC(=O)O1.COC(=O)OC.COC(=O)OC.COC(=O)OC
- HOMO: -0.3611 Eh
- M: 882.768 g/mol
- Orbital gap: 0.344 Eh
- Multiplicity: 1

CARTESIAN COORDINATES (ANGSTROEM)
1 C -18.680 -1.384 1.010
2 C -17.882 -2.362 0.119
3 C -16.382 -2.364 0.352
4 O -16.115 -3.724 0.313
5 C -17.148 -4.401 0.260
6 O -17.060 -5.624 0.410
7 O -18.242 -3.728 0.233
8 H -18.884 -1.709 2.016
9 H -19.646 -1.210 0.565
10 H -18.247 -0.431 1.019
11 H -17.991 -2.083 -0.936
12 H -16.021 -1.888 1.325
13 H -15.881 -1.825 -0.485
14 C -18.248 -11.350 -3.867
15 C -17.251 -11.219 -4.998
16 C -17.488 -12.260 -6.008
17 O -17.494 -11.554 -7.211
18 C -17.535 -10.347 -7.037
19 O -17.658 -9.493 -7.888
20 O -17.355 -10.064 -5.792
21 H -18.175 -12.347 -3.385
22 H -19.241 -11.368 -4.296
23 H -18.207 -10.510 -3.172
24 H -16.326 -11.342 -4.558
25 H -18.270 -12.913 -5.798
26 H -16.555 -12.843 -5.964
27 C -16.655 -8.015 2.336
28 C -17.702 -8.600 1.377
29 C -17.446 -10.083 1.249
30 O -18.426 -10.730 2.019
31 C -19.347 -9.753 2.288
32 O -20.504 -10.052 2.655
33 O -18.985 -8.580 1.848
34 H -17.053 -7.089 2.693
35 H -15.885 -7.398 1.792
36 H -16.172 -8.645 3.067
37 H -17.678 -8.151 0.370
38 H -16.432 -10.276 1.625
39 H -17.674 -10.528 0.269
40 C -20.964 -5.959 -0.129
41 C -20.881 -6.864 -1.418
42 C -19.429 -6.946 -1.885
43 O -19.252 -8.371 -1.991
44 C -20.299 -9.040 -1.579
45 O -20.323 -10.305 -1.576
46 O -21.232 -8.258 -1.193
47 H -20.100 -5.357 0.039
48 H -20.762 -6.591 0.727
49 H -21.872 -5.517 0.145
50 H -21.562 -6.529 -2.191
51 H -18.658 -6.460 -1.207
52 H -19.396 -6.520 -2.857
53 C -19.708 -3.569 -2.814
54 C -20.542 -2.388 -2.337
55 C -21.656 -1.955 -3.314
56 O -22.615 -1.408 -2.430
57 C -22.531 -2.080 -1.279
58 O -23.328 -1.927 -0.341
59 O -21.344 -2.787 -1.239
60 H -19.026 -3.947 -2.098
61 H -19.022 -3.172 -3.566
62 H -20.426 -4.293 -3.218
63 H -19.957 -1.478 -2.300
64 H -22.109 -2.657 -3.969
65 H -21.261 -1.143 -3.963
66 C -13.538 -3.896 -4.533
67 C -14.362 -3.915 -3.307
68 C -15.748 -3.217 -3.504
69 O -16.793 -4.084 -3.157
70 C -16.268 -5.220 -3.227
71 O -16.917 -6.226 -3.441
72 O -14.979 -5.192 -3.123
73 H -12.581 -4.421 -4.320
74 H -13.345 -2.792 -4.800
75 H -14.074 -4.365 -5.310
76 H -13.895 -3.594 -2.325
77 H -15.904 -2.699 -4.481
78 H -15.933 -2.480 -2.688
79 C -15.989 -9.150 -2.296
80 O -15.857 -10.228 -1.408
81 C -14.699 -10.371 -0.841
82 O -13.685 -9.305 -0.855
83 O -14.664 -11.422 -0.115
84 C -13.779 -11.332 0.922
85 H -15.838 -8.280 -1.801
86 H -17.013 -8.978 -2.624
87 H -15.325 -9.319 -3.127
88 H -13.861 -10.488 1.612
89 H -12.792 -11.226 0.495
90 H -13.775 -12.262 1.428
91 C -20.870 -3.237 -6.726
92 O -20.662 -4.351 -5.855
93 C -20.400 -5.531 -6.401
94 O -20.268 -5.672 -7.821
95 O -20.099 -6.473 -5.486
96 C -19.983 -7.806 -5.814
97 H -20.169 -2.919 -7.453
98 H -21.087 -2.320 -6.113
99 H -21.848 -3.527 -7.274
100 H -20.732 -8.401 -5.145
101 H -19.079 -8.073 -5.371
102 H -19.922 -8.181 -6.837
103 C -21.272 -3.032 2.028
104 O -20.955 -3.101 3.401
105 C -20.818 -4.287 3.978
106 O -20.658 -5.538 3.282
107 O -20.811 -4.257 5.263
108 C -20.393 -5.402 5.960
109 H -22.315 -3.367 1.993
110 H -20.642 -3.560 1.401
111 H -21.342 -1.966 1.778
112 H -21.214 -6.112 5.821
113 H -20.265 -5.288 7.084
114 H -19.576 -5.973 5.443

These are the Mulliken partial charges, in e, on atoms 1 to 99: atom 1 (C): -1.8361, atom 2 (C): 1.1399, atom 3 (C): -0.5610, atom 4 (O): -0.2827, atom 5 (C): 0.0499, atom 6 (O): -0.6620, atom 7 (O): 0.4428, atom 8 (H): 0.3938, atom 9 (H): 0.1943, atom 10 (H): 0.5730, atom 11 (H): -0.1710, atom 12 (H): 0.2781, atom 13 (H): 0.3308, atom 14 (C): -1.1201, atom 15 (C): 0.6430, atom 16 (C): -0.5832, atom 17 (O): -0.2962, atom 18 (C): 0.6179, atom 19 (O): -0.6494, atom 20 (O): -0.1389, atom 21 (H): 0.3835, atom 22 (H): 0.5455, atom 23 (H): -0.3068, atom 24 (H): 0.2651, atom 25 (H): 0.3443, atom 26 (H): 0.3327, atom 27 (C): -1.7581, atom 28 (C): 2.1021, atom 29 (C): 0.1791, atom 30 (O): -0.4023, atom 31 (C): 0.3887, atom 32 (O): -0.6304, atom 33 (O): -0.1757, atom 34 (H): 0.4641, atom 35 (H): 0.3505, atom 36 (H): 0.4343, atom 37 (H): -0.9813, atom 38 (H): 0.0476, atom 39 (H): 0.0406, atom 40 (C): -1.1810, atom 41 (C): 0.8612, atom 42 (C): 0.6063, atom 43 (O): 0.5592, atom 44 (C): 0.0529, atom 45 (O): -0.6930, atom 46 (O): -0.4059, atom 47 (H): -0.5524, atom 48 (H): 0.6007, atom 49 (H): 0.6360, atom 50 (H): 0.4315, atom 51 (H): -0.6073, atom 52 (H): -0.2704, atom 53 (C): 0.1521, atom 54 (C): 0.2984, atom 55 (C): -0.6412, atom 56 (O): -0.3511, atom 57 (C): 0.3511, atom 58 (O): -0.5922, atom 59 (O): 0.0638, atom 60 (H): -0.6863, atom 61 (H): 0.2870, atom 62 (H): 0.2475, atom 63 (H): 0.3110, atom 64 (H): 0.3273, atom 65 (H): 0.3539, atom 66 (C): -1.4186, atom 67 (C): 0.5663, atom 68 (C): -0.8945, atom 69 (O): 0.0937, atom 70 (C): 0.2858, atom 71 (O): -0.4612, atom 72 (O): -0.3256, atom 73 (H): 0.3732, atom 74 (H): 0.3214, atom 75 (H): 0.3932, atom 76 (H): 0.3244, atom 77 (H): 0.3598, atom 78 (H): 0.1988, atom 79 (C): -0.9995, atom 80 (O): 0.1014, atom 81 (C): 0.6422, atom 82 (O): -0.6556, atom 83 (O): -0.3001, atom 84 (C): -0.7858, atom 85 (H): 0.9231, atom 86 (H): -0.4382, atom 87 (H): 0.5576, atom 88 (H): 0.2837, atom 89 (H): 0.3589, atom 90 (H): 0.2801, atom 91 (C): -0.6952, atom 92 (O): -0.0670, atom 93 (C): 0.4659, atom 94 (O): -0.6450, atom 95 (O): -0.0508, atom 96 (C): -0.5867, atom 97 (H): 0.3446, atom 98 (H): 0.1330, atom 99 (H): 0.3127


2.
Molecular formula: C33H55InN16OS
Method: DFT, the ωB97M-V functional and the def2-TZVPD basis

Calculated values
- Largest force on an atom: 2.9 eV Å⁻¹
- E_tot: -2829.91739 Eh
- HOMO: -0.2550 Eh
- M: 838.799 g/mol
- Orbital gap: 0.243 Eh
- Multiplicity: 1

CARTESIAN COORDINATES (ANGSTROEM)
1 In 0.283 -0.795 -0.673
2 C -3.053 -1.249 -4.203
3 N -3.644 -1.096 -2.890
4 C -4.733 -0.171 -2.835
5 C -3.271 -1.808 -1.762
6 N -1.702 -2.177 -0.364
7 C -1.811 -2.876 0.925
8 C -0.458 -2.931 1.602
9 N 0.215 -1.699 1.950
10 C 1.662 -1.840 2.060
11 C 2.501 -0.651 1.504
12 N 2.498 -0.574 0.030
13 C 3.527 0.073 -0.558
14 N 4.471 0.775 0.163
15 C 4.183 1.761 1.179
16 C 5.884 0.527 -0.092
17 N 3.684 0.024 -1.909
18 C 4.423 1.084 -2.564
19 C 3.171 -1.050 -2.751
20 C -0.421 -0.904 3.059
21 C -1.193 0.307 2.515
22 N -0.364 1.428 2.110
23 C -0.313 2.510 2.802
24 N 0.262 3.667 2.259
25 C 0.991 4.654 3.072
26 C 0.295 3.853 0.833
27 N -0.834 2.668 4.100
28 C -0.458 1.854 5.239
29 C -1.795 3.709 4.365
30 N -4.349 -2.486 -1.125
31 C -4.898 -2.093 0.164
32 C -5.218 -3.423 -1.842
33 H -3.209 -0.314 -4.751
34 H -3.538 -2.082 -4.746
35 H -1.959 -1.477 -4.108
36 H -5.099 -0.018 -1.808
37 H -5.576 -0.519 -3.470
38 H -4.454 0.820 -3.245
39 H -2.100 -3.918 0.765
40 H -2.547 -2.364 1.564
41 H 0.222 -3.579 1.070
42 H -0.641 -3.523 2.550
43 H 1.952 -2.775 1.566
44 H 1.938 -2.048 3.114
45 H 3.519 -0.798 1.856
46 H 2.132 0.294 1.958
47 H 3.103 1.893 1.283
48 H 4.584 2.740 0.868
49 H 4.631 1.487 2.154
50 H 5.968 -0.043 -1.015
51 H 6.290 -0.110 0.707
52 H 6.457 1.465 -0.201
53 H 4.577 1.927 -1.871
54 H 3.842 1.429 -3.425
55 H 5.411 0.734 -2.905
56 H 2.715 -1.856 -2.176
57 H 3.971 -1.479 -3.358
58 H 2.434 -0.628 -3.433
59 H 0.396 -0.573 3.713
60 H -1.101 -1.536 3.664
61 H -1.886 0.605 3.345
62 H -1.824 0.014 1.675
63 H 0.893 4.445 4.140
64 H 0.587 5.647 2.851
65 H 2.057 4.600 2.793
66 H -0.696 3.698 0.416
67 H 0.961 3.134 0.357
68 H 0.620 4.864 0.594
69 H 0.308 1.119 4.982
70 H -1.347 1.354 5.655
71 H -0.066 2.507 6.026
72 H -1.945 4.353 3.481
73 H -1.452 4.353 5.197
74 H -2.777 3.292 4.599
75 H -4.287 -1.332 0.650
76 H -4.946 -2.962 0.831
77 H -5.933 -1.715 0.037
78 H -4.673 -3.915 -2.655
79 H -6.110 -2.926 -2.274
80 H -5.544 -4.193 -1.131
81 N -2.021 -4.141 -1.834
82 C -1.917 -2.766 -1.695
83 S -0.435 -2.200 -2.685
84 N -2.600 -0.972 -0.539
85 N -1.743 0.016 -0.933
86 C -2.108 1.275 -1.064
87 C -1.369 2.215 -1.881
88 C -2.111 3.251 -2.495
89 C -1.494 4.220 -3.253
90 C -0.084 4.142 -3.418
91 C 0.626 3.059 -3.000
92 C 0.024 2.068 -2.195
93 O 0.771 1.031 -1.845
94 H -1.216 -4.612 -2.237
95 H -2.685 -4.658 -1.262
96 H -3.088 1.574 -0.638
97 H -3.186 3.222 -2.324
98 H -2.047 5.068 -3.670
99 H 0.433 4.964 -3.942
100 H 1.688 2.931 -3.240
101 N 1.814 -3.947 -0.934
102 C 2.885 -4.132 -0.509
103 C 4.182 -4.371 0.026
104 C 4.957 -3.384 0.687
105 N 5.611 -2.574 1.228
106 C 4.702 -5.673 -0.185
107 N 5.021 -6.765 -0.416

These are the Mulliken partial charges, in e, on atoms 1 to 99: atom 1 (In): 1.5567, atom 2 (C): -0.7442, atom 3 (N): 0.9036, atom 4 (C): -1.1630, atom 5 (C): -1.2280, atom 6 (N): -0.0633, atom 7 (C): -0.3748, atom 8 (C): -1.6792, atom 9 (N): 1.1704, atom 10 (C): -1.4719, atom 11 (C): -0.3416, atom 12 (N): 0.6324, atom 13 (C): -0.8068, atom 14 (N): 0.7979, atom 15 (C): -0.9724, atom 16 (C): -1.2073, atom 17 (N): 0.7668, atom 18 (C): -1.2718, atom 19 (C): -0.7251, atom 20 (C): -1.1910, atom 21 (C): -0.2515, atom 22 (N): -0.0739, atom 23 (C): 0.1235, atom 24 (N): 0.3750, atom 25 (C): -1.0789, atom 26 (C): -0.8243, atom 27 (N): 0.6023, atom 28 (C): -1.0496, atom 29 (C): -1.1682, atom 30 (N): 0.6589, atom 31 (C): -1.1980, atom 32 (C): -1.1919, atom 33 (H): 0.2883, atom 34 (H): 0.2139, atom 35 (H): 0.2622, atom 36 (H): 0.2412, atom 37 (H): 0.4047, atom 38 (H): 0.3328, atom 39 (H): 0.3229, atom 40 (H): 0.3605, atom 41 (H): 0.4706, atom 42 (H): 0.3796, atom 43 (H): 0.1778, atom 44 (H): 0.3279, atom 45 (H): 0.9098, atom 46 (H): -0.2065, atom 47 (H): 0.1215, atom 48 (H): 0.3356, atom 49 (H): 0.2818, atom 50 (H): 0.3638, atom 51 (H): 0.4065, atom 52 (H): 0.2929, atom 53 (H): 0.3064, atom 54 (H): 0.3812, atom 55 (H): 0.3369, atom 56 (H): -0.1715, atom 57 (H): 0.5432, atom 58 (H): 0.1987, atom 59 (H): 0.3591, atom 60 (H): 0.3480, atom 61 (H): 0.4609, atom 62 (H): -0.4303, atom 63 (H): 0.3687, atom 64 (H): 0.3255, atom 65 (H): 0.2797, atom 66 (H): 0.3123, atom 67 (H): 0.0680, atom 68 (H): 0.3738, atom 69 (H): 0.2729, atom 70 (H): 0.3225, atom 71 (H): 0.3121, atom 72 (H): 0.3156, atom 73 (H): 0.3438, atom 74 (H): 0.3050, atom 75 (H): 0.2736, atom 76 (H): 0.3158, atom 77 (H): 0.3641, atom 78 (H): 0.3647, atom 79 (H): 0.2729, atom 80 (H): 0.3769, atom 81 (N): -0.3870, atom 82 (C): 0.4399, atom 83 (S): -0.8474, atom 84 (N): 0.6654, atom 85 (N): -0.3449, atom 86 (C): -0.6033, atom 87 (C): 0.7378, atom 88 (C): -0.8054, atom 89 (C): -0.9986, atom 90 (C): -0.4277, atom 91 (C): -0.9988, atom 92 (C): 0.4110, atom 93 (O): -0.1923, atom 94 (H): 0.2888, atom 95 (H): 0.2833, atom 96 (H): 0.4731, atom 97 (H): 0.3878, atom 98 (H): 0.3574, atom 99 (H): 0.4006


Question: Which of these has the lowest HOMO?
Answer: C33H54O27


Question: Among the records above, which one has the lowest M?
Answer: C33H55InN16OS


Question: Which of these has the highest E_tot?
Answer: C33H55InN16OS


Question: The lowest HOMO belongs to which entry?
Answer: C33H54O27